1.
This record from the OMol25 dataset describes C20H35Cl3DyN6O2SSi as an isolated structure in a non-equilibrium geometry. The level of theory is ωB97M-V/def2-TZVPD.

Geometry as XYZ:
```
69
Properties=species:S:1:pos:R:3:forces:R:3
Dy 1.394 0.976 0.135 0.8 0.4 0.6
C 0.292 1.198 6.156 -0.2 -0.5 1.1
C 1.335 0.494 5.320 0.2 0.4 0.4
N 0.716 -0.522 4.508 -0.2 -0.9 -0.7
C 0.595 -1.907 5.054 -1.5 1.2 0.1
C -0.848 -2.164 5.571 1.1 -1.3 0.0
C 0.237 -0.251 3.305 -0.1 -0.3 -0.3
S 0.213 1.362 2.704 0.1 0.2 -0.3
N -0.337 -1.292 2.629 0.0 0.2 2.0
C -0.167 -1.557 1.404 -0.8 -1.2 -1.2
O 0.599 -0.926 0.591 0.6 0.3 -0.5
C -0.988 -2.680 0.791 0.7 0.9 0.5
C -0.871 -2.851 -0.588 0.3 0.1 0.3
C -1.706 -3.694 -1.274 -0.6 -0.9 1.1
C -2.611 -4.448 -0.519 -1.0 -0.7 -0.2
C -2.678 -4.339 0.862 0.8 0.4 0.3
C -1.844 -3.455 1.557 -0.4 -0.2 -0.4
H 0.661 1.931 6.856 0.6 0.5 -0.2
H -0.246 0.518 6.823 0.0 -0.3 -0.3
H -0.420 1.657 5.505 -0.5 0.4 -0.4
H 2.099 -0.015 5.898 0.1 0.1 0.3
H 1.822 1.208 4.660 0.1 0.0 0.0
H 1.356 -2.032 5.803 0.1 0.0 0.4
H 0.795 -2.578 4.265 0.3 -0.7 -0.8
H -1.034 -1.669 6.502 -0.1 0.3 0.5
H -0.941 -3.257 5.749 0.0 0.6 0.0
H -1.597 -1.887 4.845 0.0 0.2 -0.3
H -0.041 -2.350 -1.053 -0.1 0.2 -0.3
H -1.634 -3.880 -2.317 0.2 0.1 -0.8
H -3.310 -5.198 -0.959 0.8 0.8 0.0
H -3.339 -4.970 1.415 -0.4 -0.3 0.2
H -1.863 -3.395 2.652 0.0 0.2 -0.5
C -2.667 0.906 0.305 -0.7 0.7 -0.5
N -2.411 2.347 0.348 0.1 0.4 0.1
C -1.236 2.916 0.050 1.0 -1.5 -0.2
N -1.013 4.204 0.259 -0.2 1.9 0.8
O -0.276 2.221 -0.445 -1.4 0.6 0.0
H -3.250 0.664 1.180 -0.2 -0.2 0.1
H -1.754 0.376 0.361 0.9 -0.5 0.1
H -3.200 0.608 -0.613 0.1 0.2 0.4
H -3.051 2.896 0.902 0.0 0.0 -0.2
H -1.617 4.819 0.803 -0.1 -0.7 -0.4
H -0.083 4.605 0.183 -0.1 -0.7 -0.3
Cl 3.778 0.310 1.364 0.0 0.6 -0.4
Si 4.805 2.460 0.912 -0.3 0.2 0.0
Cl 2.738 3.656 0.434 0.2 -1.0 0.1
Cl 5.318 2.160 -1.128 -0.2 -0.2 0.1
C 2.435 2.434 -5.157 0.6 0.7 0.3
C 2.409 0.912 -5.040 0.9 0.2 -0.9
N 1.181 0.427 -4.471 -1.2 -1.2 0.3
C 0.161 -0.177 -5.399 0.7 1.9 -0.2
C -0.894 0.797 -5.927 1.2 0.4 -0.5
C 0.999 0.312 -3.153 -1.2 0.5 1.1
C -0.388 -0.140 -2.654 0.1 0.3 -2.4
N 1.809 0.723 -2.203 0.8 -0.4 -0.7
H 3.396 2.858 -5.555 -0.9 -0.7 0.2
H 2.279 2.920 -4.187 0.1 -0.2 0.0
H 1.601 2.766 -5.771 0.1 0.0 -0.2
H 3.295 0.492 -4.527 -0.4 0.3 0.0
H 2.430 0.495 -6.054 0.3 0.1 0.2
H -0.261 -1.021 -4.931 -0.5 -1.0 0.4
H 0.707 -0.475 -6.264 0.5 -0.7 -0.5
H -1.520 1.164 -5.154 -0.9 0.2 0.6
H -1.463 0.321 -6.723 -0.2 -0.1 0.1
H -0.417 1.695 -6.369 -0.1 -0.5 0.1
H -0.645 -1.188 -2.903 0.2 0.6 0.0
H -1.122 0.547 -3.155 0.4 -0.8 0.6
H -0.453 -0.024 -1.610 -0.1 0.1 1.1
H 2.737 0.989 -2.559 -0.4 0.1 0.2
```
Positions in Å, forces in eV/Å.

Total charge: +1
2S+1: 6
LUMO level (alpha / beta), eV: -3.46 / -2.17



2.
This record from the OMol25 dataset describes a 3-piece molecular cluster, C20H35ClO8 overall in a non-equilibrium geometry. The level of theory is ωB97M-V/def2-TZVPD.

Geometry as XYZ:
```
64
Properties=species:S:1:pos:R:3:forces:R:3
C -4.738 1.752 1.870 -0.4 -0.2 -0.8
C -5.091 1.636 0.280 -0.2 -1.4 0.6
C -4.826 0.078 -0.127 0.3 1.1 0.2
C -6.067 -0.742 0.456 -0.3 1.0 -0.2
O -5.928 -2.184 0.398 1.9 -0.2 0.9
C -4.766 -2.636 1.068 0.7 0.2 1.6
C -4.534 -2.578 2.463 0.1 0.4 -2.9
O -5.496 -2.023 3.348 1.6 -0.2 -0.9
C -3.113 -3.164 2.955 -0.9 -1.2 2.0
O -3.067 -3.864 3.998 0.3 2.7 -3.6
C -1.871 -2.834 2.027 0.1 0.3 -3.3
C -0.405 -2.440 2.512 -0.6 0.1 0.2
C -0.280 -2.069 4.068 0.8 -0.5 0.0
C -2.108 -2.879 0.618 -0.8 0.0 2.7
Cl -0.830 -2.514 -0.627 -1.7 -0.6 1.6
C -3.602 -3.239 0.126 -0.4 -1.1 -1.2
O -3.857 -3.947 -0.863 1.0 2.6 3.0
H -4.424 0.700 2.230 -0.2 1.7 -0.4
H -5.673 2.039 2.456 1.4 -0.1 -0.7
H -3.882 2.501 2.018 -1.4 -1.2 0.1
H -4.456 2.360 -0.325 -1.0 -1.0 0.7
H -6.218 1.791 0.087 1.8 0.2 0.3
H -4.686 -0.039 -1.259 -0.5 0.0 1.6
H -3.818 -0.185 0.353 -1.5 0.0 -0.6
H -6.981 -0.460 -0.181 1.3 -0.7 0.9
H -6.343 -0.460 1.538 0.7 -0.2 -1.6
H -5.355 -1.044 3.394 0.0 -1.2 0.0
H -0.095 -1.495 1.928 -0.6 -1.6 0.7
H 0.296 -3.293 2.185 -1.0 1.3 0.7
H -1.132 -2.442 4.721 1.0 0.5 -1.0
H 0.668 -2.601 4.454 -1.4 1.1 -0.4
H -0.160 -0.937 4.173 -0.2 -1.7 0.0
C 3.460 3.353 1.151 0.1 0.1 -0.3
O 3.137 2.582 -0.001 -0.1 -0.1 0.4
C 2.840 1.223 0.318 -0.2 0.1 -0.5
C 1.336 0.980 0.383 0.2 0.0 0.5
O 0.732 1.711 1.452 0.1 0.2 -0.3
C 0.124 2.918 1.010 0.0 -0.1 0.2
H 3.366 4.409 0.886 0.0 -0.1 0.0
H 2.794 3.144 1.989 0.0 -0.1 0.0
H 4.495 3.153 1.444 0.0 0.0 0.1
H 3.328 0.929 1.254 -0.1 0.1 0.0
H 3.257 0.608 -0.485 0.0 0.0 0.0
H 1.161 -0.081 0.585 0.0 0.0 -0.1
H 0.854 1.224 -0.570 0.1 0.0 0.0
H -0.847 2.697 0.558 0.0 0.1 -0.1
H 0.749 3.454 0.291 0.0 -0.1 0.0
H -0.028 3.558 1.881 0.0 -0.1 0.0
C 4.727 -0.334 -5.878 0.3 0.0 -0.1
O 5.722 0.510 -5.310 -0.4 -0.1 0.2
C 5.173 1.471 -4.412 0.5 -0.1 0.1
C 5.319 1.030 -2.959 -0.5 0.1 -0.1
O 4.555 -0.148 -2.692 0.4 0.0 -0.2
C 5.350 -1.327 -2.723 -0.2 0.0 0.1
H 5.228 -1.215 -6.288 0.0 0.2 0.0
H 3.993 -0.664 -5.141 0.0 0.1 0.0
H 4.222 0.195 -6.691 -0.1 -0.1 0.0
H 4.125 1.677 -4.657 0.0 -0.1 0.1
H 5.737 2.398 -4.552 0.0 0.0 0.0
H 4.925 1.819 -2.312 0.0 0.0 0.0
H 6.371 0.876 -2.696 0.0 0.0 -0.1
H 5.904 -1.423 -1.785 0.1 -0.1 0.0
H 6.050 -1.329 -3.563 0.0 0.1 0.0
H 4.681 -2.183 -2.828 0.0 0.1 0.1
```
Positions in Å, forces in eV/Å.

SMILES string: CCCCOC1=C(O)C(=O)C(CC)=C(Cl)C1=O.COCCOC.COCCOC
Energy above the lowest of the compared OMol25 structures with the same formula, charge and spin, kJ/mol: 0.00
LUMO level, eV: -1.14



3.
This record from the OMol25 dataset describes C20H35F6N3O7Y as an isolated structure in a non-equilibrium geometry. The level of theory is ωB97M-V/def2-TZVPD.

Geometry as XYZ:
```
72
Properties=species:S:1:pos:R:3:forces:R:3
Y -5.725 -10.286 12.048 0.8 -2.2 -0.4
C -2.649 -10.942 13.910 -3.6 0.1 -1.4
O -2.963 -9.629 14.412 2.4 -0.1 1.6
O -3.665 -11.065 12.954 0.8 -0.3 -0.6
C -1.164 -11.143 13.430 -0.5 -0.4 0.9
F -0.911 -12.309 12.780 -0.6 0.9 0.5
F -0.774 -10.144 12.666 0.3 0.8 -1.2
F -0.341 -11.109 14.511 -0.3 -0.3 -0.1
C -2.429 -9.306 15.722 -0.9 -0.6 0.3
C -2.979 -7.992 16.129 0.1 1.4 -0.3
H -4.062 -7.887 16.069 0.1 -0.1 -0.5
H -2.734 -7.726 17.157 0.4 -0.1 0.0
H -2.490 -7.288 15.456 -0.4 0.7 0.2
H -1.343 -9.250 15.802 0.1 -0.3 -0.4
H -2.797 -9.986 16.490 0.2 -0.9 -0.3
H -2.852 -11.685 14.681 0.5 -0.1 0.5
C -6.130 -12.534 9.471 -0.5 0.5 2.1
O -4.770 -12.333 9.718 2.7 -0.6 -1.9
O -6.742 -11.546 10.245 0.3 -0.3 -0.9
C -6.583 -12.707 7.880 1.1 1.3 0.3
F -7.455 -13.663 7.670 -1.4 -0.8 0.9
F -7.065 -11.569 7.368 -0.6 0.5 0.6
F -5.611 -13.023 7.000 1.4 -0.1 0.6
C -3.873 -13.457 9.436 1.4 0.9 0.8
C -2.437 -13.016 9.784 -0.8 0.0 0.2
H -1.824 -13.917 9.812 0.3 0.1 -0.3
H -2.049 -12.270 9.090 0.1 -0.2 -0.1
H -2.419 -12.620 10.799 -0.1 0.2 0.0
H -3.837 -13.865 8.426 -0.7 0.5 -0.2
H -3.992 -14.306 10.110 -1.0 0.0 0.2
H -6.183 -13.485 10.001 -1.6 -1.0 -0.7
C -2.424 -7.117 12.635 0.3 0.2 0.3
C -3.797 -7.663 12.701 2.7 1.1 0.1
N -4.860 -8.051 12.757 -1.5 -0.5 -0.1
H -2.356 -6.129 13.089 -0.5 0.2 -0.3
H -2.011 -7.071 11.627 -0.6 0.1 -0.1
H -1.670 -7.665 13.201 -0.6 -0.7 0.1
C -1.706 -9.145 9.636 -0.4 -1.0 -0.4
C -3.092 -9.358 9.983 -4.3 0.0 1.5
N -4.226 -9.506 10.275 4.1 0.6 -1.0
H -1.710 -8.595 8.695 0.5 0.2 0.2
H -1.394 -10.174 9.454 0.6 0.0 -0.2
H -1.095 -8.755 10.450 -0.2 0.2 -0.2
C -5.875 -9.200 17.250 -1.1 0.0 0.8
C -6.006 -9.548 15.881 0.0 -1.0 -5.1
N -6.121 -9.831 14.745 0.4 0.8 3.3
H -6.564 -9.898 17.727 0.5 -0.3 0.7
H -6.391 -8.254 17.413 0.5 0.3 0.0
H -4.842 -9.212 17.599 -0.4 -0.1 0.1
C -5.659 -13.699 13.177 1.5 -1.5 -0.1
O -6.342 -12.454 13.158 -0.4 -0.7 0.5
C -7.728 -12.773 13.183 -1.9 1.3 -0.1
C -8.627 -11.477 13.372 0.5 -0.9 0.6
O -8.033 -10.407 12.693 -0.6 1.3 -0.2
C -8.792 -9.154 12.803 1.8 -0.4 -1.0
C -8.516 -8.487 11.473 -1.3 0.4 0.3
O -7.161 -8.551 11.043 -0.6 -1.1 1.0
C -6.945 -7.715 9.956 0.8 1.4 -1.7
H -5.802 -14.349 12.314 -0.5 0.6 -0.7
H -5.938 -14.399 13.965 -0.5 0.7 0.7
H -4.574 -13.632 13.257 -0.1 1.0 0.0
H -7.992 -13.466 13.982 0.3 0.1 0.3
H -7.997 -13.286 12.260 0.0 0.3 -0.3
H -8.787 -11.120 14.390 0.6 -0.6 0.6
H -9.662 -11.609 13.055 0.1 -0.5 -0.7
H -8.422 -8.484 13.580 0.2 -0.6 0.6
H -9.862 -9.328 12.915 0.1 -0.2 0.0
H -8.780 -7.443 11.643 -0.1 0.3 -0.5
H -9.228 -8.947 10.789 0.5 0.1 -0.7
H -5.947 -7.818 9.530 0.2 -0.4 0.6
H -7.050 -6.665 10.229 -0.1 0.1 0.3
H -7.564 -7.878 9.073 -0.6 -0.5 0.4
```
Positions in Å, forces in eV/Å.

Total charge: +1
LUMO level, eV: -2.05



4.
This record from the OMol25 dataset describes C20H35GeN3O3S2TeTi as an isolated structure. The level of theory is ωB97M-V/def2-TZVPD.

Geometry as XYZ:
```
66
Properties=species:S:1:pos:R:3:forces:R:3
Ti -0.292 0.198 0.210 0.4 0.1 -0.2
C 3.545 0.141 2.993 0.0 0.0 0.1
C 3.352 0.197 1.481 -0.2 0.0 -0.1
C 4.321 -0.754 0.789 0.1 0.0 0.0
C 3.559 1.613 0.963 0.1 0.0 0.0
O 2.002 -0.184 1.157 0.2 0.2 0.0
Ge 1.249 -1.815 1.606 0.2 -0.1 0.2
O 0.415 -1.667 -0.118 0.0 -0.5 -0.4
C 0.644 -2.667 -1.163 -0.2 0.3 0.2
C -0.331 -2.408 -2.304 0.1 0.0 0.0
C 0.368 -4.036 -0.562 0.0 -0.2 -0.1
C 2.084 -2.543 -1.630 0.1 0.0 -0.1
O -0.262 -0.675 2.039 -0.4 -0.2 0.5
C -1.072 -0.936 3.228 0.1 0.2 -0.3
C -0.137 -0.916 4.429 -0.1 0.0 0.1
C -2.114 0.168 3.362 0.0 -0.1 0.1
C -1.734 -2.299 3.072 -0.1 0.0 0.1
H 4.549 0.465 3.269 0.0 0.0 0.0
H 2.830 0.788 3.500 0.0 0.0 0.0
H 3.415 -0.877 3.370 0.0 0.0 0.0
H 5.352 -0.500 1.038 0.0 0.0 0.0
H 4.155 -1.790 1.097 0.0 0.0 0.0
H 4.201 -0.689 -0.293 0.0 0.0 0.0
H 4.585 1.931 1.149 0.0 0.0 0.0
H 3.369 1.660 -0.109 0.0 0.0 0.0
H 2.887 2.320 1.446 0.0 0.0 0.0
H -1.359 -2.559 -1.981 0.0 0.0 0.0
H -0.229 -1.395 -2.689 0.0 0.0 0.0
H -0.120 -3.102 -3.119 0.0 0.0 0.0
H -0.625 -4.054 -0.113 0.0 0.0 0.0
H 0.400 -4.786 -1.353 0.0 0.0 0.0
H 1.102 -4.320 0.194 0.0 0.1 0.0
H 2.780 -2.634 -0.793 0.0 0.0 0.0
H 2.317 -3.338 -2.340 0.0 0.0 -0.1
H 2.244 -1.579 -2.116 0.0 0.0 0.0
H 0.321 0.066 4.540 0.0 0.0 0.0
H -0.700 -1.136 5.339 0.0 0.0 0.0
H 0.648 -1.669 4.346 0.0 0.0 0.0
H -1.643 1.143 3.474 0.0 0.0 0.0
H -2.779 0.197 2.502 0.0 0.0 -0.1
H -2.716 -0.024 4.253 0.0 0.0 0.0
H -0.995 -3.103 3.030 0.1 0.0 0.0
H -2.382 -2.491 3.929 0.0 0.0 0.0
H -2.340 -2.337 2.167 0.0 0.0 0.0
C -5.006 -1.755 -1.618 0.0 -0.2 0.1
S -4.067 -0.688 -2.715 0.1 0.0 -0.1
C -2.783 -0.064 -1.682 -0.5 0.3 -0.2
S -2.554 -0.659 -0.060 0.3 0.0 0.0
N -2.109 0.890 -2.215 0.1 -0.3 0.5
N -1.168 1.386 -1.245 -0.1 0.5 -0.3
C -1.652 2.599 -0.674 0.2 -0.1 -0.1
C -1.155 2.914 0.544 -0.2 0.3 0.1
C -1.474 4.124 1.274 0.1 -0.1 -0.2
C -0.857 4.394 2.438 0.1 0.0 0.1
C 0.106 3.471 2.971 0.0 0.0 0.0
C 0.335 2.319 2.302 -0.1 0.0 -0.1
N -0.285 1.997 1.124 -0.2 -0.3 0.1
H -5.803 -2.162 -2.240 0.0 0.0 0.0
H -4.407 -2.578 -1.234 0.0 0.0 0.0
H -5.449 -1.208 -0.790 0.0 0.1 0.0
H -2.372 3.165 -1.244 0.1 0.0 0.0
H -2.200 4.801 0.848 0.0 0.0 0.0
H -1.087 5.304 2.976 0.0 0.0 0.0
H 0.622 3.668 3.899 0.0 0.0 0.0
H 1.008 1.553 2.660 0.0 0.1 0.1
Te 0.844 1.375 -1.956 -0.2 -0.1 0.2
```
Positions in Å, forces in eV/Å.

Energy above the lowest of the compared OMol25 structures with the same formula, charge and spin, kJ/mol: 20.83
LUMO level, eV: -0.39